# 1
{"formula": "C6H10OS", "method": "the ωB97M-V functional and the def2-TZVPD basis", "species": ["H", "S", "H", "H", "C", "H", "H", "H", "C", "H", "H", "O", "H", "C", "C", "C", "C", "H"], "positions_angstrom": [[-0.87017, -2.41928, -0.33219], [1.93622, 0.87069, 0.43697], [-2.10998, -1.35261, 1.54387], [-2.63641, -0.92184, -0.88764], [0.08844, 0.77350, 0.07612], [-0.27005, 1.66739, -0.38813], [-2.33233, 0.76683, -0.38791], [-1.38969, 1.22194, 1.73423], [-1.42972, -0.80175, 0.88005], [1.28518, -0.00054, -1.82228], [-0.05509, 0.24467, 2.46499], [0.24306, -0.33992, -2.12066], [0.51106, -2.03796, 0.52664], [-0.62523, 0.47333, 1.50664], [-1.87236, -0.24667, -0.48129], [-0.31998, -1.57363, 0.09795], [-0.41374, -0.39185, -0.82568], [2.37897, 2.22211, -0.00043]], "atomic_forces_ev_per_a": [[0.1, 0.0, -0.4], [0.2, 1.8, -1.3], [0.2, 0.3, -0.3], [0.6, 0.0, -0.5], [0.9, 0.2, 2.5], [0.2, 0.8, 0.0], [0.5, -0.6, -0.5], [0.3, 0.2, 0.0], [1.6, 0.8, 1.7], [-4.2, -1.4, -1.3], [-0.2, 0.3, -1.7], [2.9, 1.2, 2.6], [1.8, 0.2, 0.9], [-1.3, -1.7, -1.5], [-2.3, 0.4, 0.5], [-3.1, -1.3, -0.5], [3.0, 1.1, -0.7], [-1.2, -2.4, 0.5]], "e_lumo_ha": 0.021, "max_force_ha_per_bohr": 0.0897, "e_tot_ha": -707.94673, "gap_ev": 9.8}

=====

# 2
{"formula": "C29H36N2O2P3Pt", "method": "the ωB97M-V functional and the def2-TZVPD basis", "species": ["C", "H", "H", "H", "H", "H", "C", "C", "H", "O", "H", "P", "H", "C", "H", "H", "C", "H", "H", "C", "P", "N", "H", "C", "H", "C", "H", "H", "C", "C", "H", "O", "H", "C", "C", "C", "C", "H", "H", "C", "H", "C", "H", "H", "H", "N", "C", "C", "H", "H", "C", "H", "H", "H", "C", "H", "H", "H", "H", "C", "C", "C", "C", "H", "C", "C", "Pt", "C", "C", "H", "P", "C", "H"], "positions_angstrom": [[3.23134, 0.25385, -1.29153], [-3.19763, 3.48133, 4.04571], [5.62801, -2.55116, -0.17186], [-3.34647, -0.76963, 0.96067], [-0.88165, -0.75967, 4.63027], [6.42739, -0.77269, -1.69024], [-0.37464, 3.23512, 3.33539], [0.36134, 2.54324, 1.19889], [0.67356, 3.28173, -3.30825], [1.08452, 2.52531, 0.17314], [1.75965, 0.70107, -3.79267], [-0.48790, 1.17722, -3.04532], [-0.30396, 3.77480, 4.26983], [-2.67813, -0.37240, -2.73736], [2.56197, 1.05967, -1.56791], [-3.19786, 1.70951, 4.10685], [-0.22897, -4.00390, -1.88880], [0.74671, -0.73692, -3.87204], [-2.72753, 1.50053, -3.85618], [4.54521, 0.24545, -1.74435], [-2.61180, 0.35136, -1.05411], [-1.53338, 2.52875, 3.16703], [0.29487, -1.97259, -2.31052], [-3.11294, -1.06737, -0.05772], [-0.46738, 2.97717, -4.63487], [3.64617, -1.75608, -0.03616], [-4.13888, 1.93402, -0.06409], [-0.43566, -4.24551, -2.92324], [0.00530, -0.80832, 2.68381], [2.26880, -0.01917, 2.52819], [0.58579, 0.52716, -5.11121], [-2.78816, 1.12008, 1.87913], [-2.10992, 2.62952, 5.16822], [2.26478, 0.24687, 3.89163], [0.46266, -2.39694, -0.21765], [4.95428, -1.76512, -0.48515], [0.33477, -3.38018, 0.75873], [-3.75891, 2.34354, -1.74605], [-0.18394, -5.41337, 1.18484], [-2.09214, 0.62011, -3.73441], [-1.05553, 3.51654, -3.03652], [0.76616, 0.33611, -4.05231], [-1.96252, 0.18316, -4.72598], [1.13631, 0.19014, 5.71271], [0.56729, -3.15860, 1.79162], [-0.76789, 1.78552, 1.10243], [0.59920, 3.27081, 2.40893], [-1.75756, 1.76689, 2.03190], [-3.69489, -0.68498, -2.98955], [4.89795, 1.02858, -2.40222], [5.40297, -0.76484, -1.34233], [-0.69076, -5.97243, -1.16804], [1.50230, 3.84316, 2.54222], [-0.89944, -1.18542, 2.21893], [0.00348, -0.54880, 4.04396], [-2.06370, -1.27707, -2.69733], [3.29821, -2.54014, 0.62628], [3.14781, 0.66381, 4.35735], [-2.31148, -1.80723, -0.05272], [0.17989, -2.72748, -1.54270], [1.14479, -0.56411, 1.91380], [1.13666, -0.01880, 4.65079], [-2.57794, 2.59611, 4.18682], [-4.88844, 1.00978, -1.38972], [-3.98490, 1.52726, -1.06151], [2.77367, -0.74510, -0.44134], [-0.50908, 1.01935, -0.78909], [-0.37047, -4.97381, -0.90402], [-0.08694, -4.65917, 0.41532], [3.15435, 0.20027, 1.94556], [1.04376, -0.69499, 0.10219], [-0.31916, 2.90524, -3.55569], [-3.99337, -1.49615, -0.54036]], "atomic_forces_ev_per_a": [[0.1, 0.1, 0.0], [0.0, 0.0, 0.0], [0.0, 0.0, 0.0], [0.0, 0.0, -0.1], [0.0, 0.0, 0.0], [0.0, 0.0, 0.0], [-0.1, -0.1, 0.0], [-0.2, -0.1, -0.1], [0.0, 0.0, 0.0], [0.1, 0.1, 0.0], [0.0, 0.0, 0.0], [0.3, -0.1, -0.1], [0.0, 0.0, 0.0], [-0.1, 0.0, -0.1], [0.0, 0.0, 0.0], [0.0, 0.0, 0.0], [0.0, 0.0, 0.0], [0.0, 0.0, 0.0], [0.0, 0.0, 0.1], [0.0, 0.0, 0.0], [-0.1, -0.2, -0.6], [0.1, 0.1, 0.1], [0.0, 0.0, 0.0], [-0.1, 0.0, 0.1], [0.0, 0.1, 0.0], [-0.1, -0.1, 0.0], [0.1, 0.0, 0.0], [0.0, 0.0, 0.0], [-0.1, 0.0, 0.0], [0.0, -0.1, 0.0], [0.0, 0.0, 0.0], [0.0, 0.2, 0.1], [0.0, 0.0, 0.0], [0.0, 0.0, 0.0], [0.1, 0.0, 0.0], [0.0, 0.0, 0.0], [0.0, 0.0, 0.0], [0.0, 0.0, 0.0], [0.0, 0.0, 0.0], [0.0, -0.1, 0.0], [0.0, 0.0, 0.0], [0.0, 0.0, 0.0], [0.1, 0.0, 0.0], [0.0, 0.0, 0.0], [0.0, 0.0, 0.0], [0.2, 0.3, 0.4], [0.0, 0.0, -0.1], [0.0, -0.1, -0.1], [0.0, 0.1, 0.0], [0.0, 0.0, 0.0], [0.0, 0.0, 0.0], [0.0, 0.0, 0.0], [0.0, 0.0, 0.0], [0.0, 0.0, 0.0], [0.0, 0.0, 0.0], [0.0, 0.0, 0.0], [0.0, 0.0, 0.0], [0.0, 0.0, 0.0], [0.0, 0.0, -0.1], [-0.1, 0.0, 0.0], [0.0, 0.2, 0.0], [0.0, 0.0, 0.0], [0.0, -0.1, 0.0], [0.0, 0.0, 0.0], [0.0, 0.0, 0.1], [0.0, 0.0, -0.1], [-0.5, 0.2, 0.0], [0.0, 0.0, 0.0], [0.0, 0.0, 0.0], [0.0, 0.0, 0.0], [0.3, -0.3, 0.2], [0.0, 0.0, 0.0], [0.0, -0.1, 0.0]], "e_lumo_ha": -0.097, "max_force_ha_per_bohr": 0.0119, "total_charge": 1, "e_tot_ha": -2529.99562, "gap_ev": 7.5}

=====

# 3
{"formula": "C3H3N3O", "method": "the ωB97M-V functional and the def2-TZVPD basis", "species": ["C", "C", "H", "N", "N", "N", "C", "H", "H", "O"], "positions_angstrom": [[2.52819, -0.74814, -0.25496], [0.73052, 0.92823, -0.61994], [-2.78629, -0.10787, -0.33652], [1.71112, 0.11724, -0.34110], [-0.81113, -0.32542, 0.43604], [-0.58072, 0.64667, -0.33613], [-2.23350, -0.46255, 0.55524], [0.94905, 1.84092, -1.15380], [3.25057, -0.95891, 0.52311], [-2.75780, -0.93015, 1.52807]], "atomic_forces_ev_per_a": [[-0.6, 0.6, 0.0], [0.1, 0.1, -0.1], [0.0, 0.0, 0.1], [0.4, -0.6, 0.1], [0.0, 0.3, -0.3], [0.1, -0.3, 0.2], [-0.3, -0.2, 0.4], [0.0, -0.1, 0.0], [-0.1, 0.0, 0.0], [0.3, 0.1, -0.5]], "e_lumo_ha": [-0.040, -0.040], "max_force_ha_per_bohr": 0.0173, "e_tot_ha": -355.47956, "gap_ev": [7.7, 7.7]}

=====

# 4
{"formula": "CH3P3", "method": "the ωB97M-V functional and the def2-TZVPD basis", "species": ["P", "H", "C", "H", "H", "P", "P"], "positions_angstrom": [[1.15904, 2.58902, -0.11490], [0.26841, 3.50366, -0.56780], [-0.65088, -2.81594, 0.31187], [0.14900, -2.07721, 0.34398], [0.85448, 1.57260, -1.14136], [-0.12706, 1.22185, 0.84648], [-1.65298, -3.99398, 0.32174]], "atomic_forces_ev_per_a": [[0.9, -1.7, -0.3], [-1.0, 1.0, -0.5], [-0.2, -0.8, 0.1], [-0.6, -0.3, -0.1], [0.5, 0.9, 0.1], [-0.4, -0.2, 0.7], [0.7, 1.1, 0.0]], "smiles": "P#[PH2].C#P", "e_lumo_ha": [-0.048, -0.051], "max_force_ha_per_bohr": 0.0388, "e_tot_ha": -1063.77273, "gap_ev": [6.9, 6.9]}

=====

# 5
{"formula": "C15H11F4NO", "method": "the ωB97M-V functional and the def2-TZVPD basis", "species": ["F", "C", "C", "C", "C", "H", "C", "H", "H", "C", "H", "C", "H", "C", "C", "H", "C", "C", "H", "F", "H", "H", "F", "H", "C", "H", "C", "O", "F", "N", "C", "C"], "positions_angstrom": [[5.24740, 1.24643, 1.14275], [-3.85234, 0.31826, 1.04426], [1.63224, 1.67694, 1.04250], [-0.16862, -0.11056, 0.83330], [-4.00943, 1.71446, 1.08734], [-4.72635, -0.33584, 1.07714], [-0.15339, -2.60222, -2.34907], [0.92159, 2.49183, 1.07872], [-0.26480, -1.19053, 0.69824], [-1.40596, 0.57850, 0.92848], [4.28297, -1.18984, 1.00306], [-2.58542, -0.23808, 0.96345], [-2.99834, 3.62411, 1.08036], [-2.87475, 2.53925, 1.05099], [2.18714, -0.68687, 0.91058], [-1.30474, -1.11620, -1.80115], [2.98720, 1.98671, 1.10183], [1.18014, 0.33034, 0.92838], [-2.44929, -1.32260, 0.92831], [0.10860, -2.49923, -4.82213], [1.85458, -1.72241, 0.82576], [3.32600, 3.01909, 1.16402], [1.86743, -2.03973, -3.54797], [-5.00888, 2.14842, 1.14283], [3.53715, -0.39723, 1.00034], [-0.74785, 2.66831, 0.91249], [3.91030, 0.94383, 1.08401], [-0.18586, -3.48708, -1.48995], [1.17872, -4.11883, -3.78852], [-0.64399, -1.38797, -2.53242], [-1.59606, 1.99473, 0.96974], [0.75462, -2.83597, -3.66766]], "atomic_forces_ev_per_a": [[-1.7, -0.3, 0.0], [-0.1, 0.2, 0.1], [0.4, -0.1, 0.0], [0.4, 0.0, -0.1], [0.5, -0.5, 0.0], [0.3, 0.2, 0.0], [0.5, 1.0, -1.9], [0.4, -0.1, 0.0], [0.0, 0.1, 0.0], [-1.1, 0.4, -0.1], [-0.1, 0.3, 0.0], [0.6, 0.2, 0.0], [0.1, -0.4, 0.0], [0.2, -0.1, 0.0], [-0.4, 0.0, 0.0], [0.0, -0.3, 0.2], [-0.6, 0.0, 0.0], [0.7, 0.0, 0.0], [-0.1, 0.3, -0.1], [0.8, -0.4, 0.7], [0.2, 0.2, -0.1], [0.0, -0.3, 0.0], [-0.4, -0.6, -0.5], [0.3, -0.1, 0.0], [-0.1, 0.1, 0.0], [-0.4, -0.1, 0.0], [1.1, -0.1, -0.1], [-0.2, 0.1, 0.4], [-0.1, 0.7, -0.2], [-0.2, -0.2, 0.9], [-0.3, -0.3, 0.0], [-0.5, 0.0, 1.0]], "e_lumo_ha": -0.127, "max_force_ha_per_bohr": 0.0426, "e_tot_ha": -1107.54662, "gap_ev": 3.8}

=====

# 6
{"formula": "C40H33GeN3O5S4V", "method": "the ωB97M-V functional and the def2-TZVPD basis", "species": ["H", "H", "C", "O", "H", "N", "O", "C", "C", "C", "H", "C", "C", "C", "C", "C", "H", "H", "H", "C", "O", "C", "C", "C", "H", "O", "H", "H", "C", "C", "C", "C", "C", "H", "C", "Ge", "H", "C", "S", "H", "H", "S", "H", "C", "H", "C", "C", "C", "C", "H", "H", "C", "C", "C", "C", "H", "C", "O", "S", "H", "H", "C", "H", "H", "H", "C", "N", "H", "H", "H", "H", "H", "H", "C", "V", "C", "C", "C", "S", "H", "C", "N", "H", "C", "H", "C", "C"], "positions_angstrom": [[-2.28645, 2.47354, -5.33115], [5.06360, -2.68141, -0.01509], [-2.54361, 1.13002, 0.09551], [-6.17349, 0.17324, 0.38406], [-3.75811, -1.52468, -4.86334], [2.04611, -0.05598, -0.24998], [2.32774, -2.13633, 0.65901], [-2.73744, 1.52754, 3.32737], [-1.37927, 3.75297, 4.29424], [-0.96181, -0.76800, -3.09340], [4.42828, 2.32983, -0.63114], [-3.18335, -2.49326, 5.25307], [5.04271, -1.95341, 0.79685], [-0.74681, -2.02603, -2.60504], [-1.37268, -1.66426, 3.92858], [-1.93113, -3.95045, 3.79472], [5.82190, 0.41926, 0.19392], [-0.67636, 3.66916, -3.52023], [-3.51672, 0.73360, -4.85923], [-1.12471, -2.91376, 3.40479], [-0.26989, 0.23762, -2.53371], [-2.90700, -1.66785, -4.27067], [-3.41064, 2.71851, 3.51156], [3.44866, -1.37030, 4.03515], [-3.17713, 0.61495, 2.92896], [-0.10248, 0.07663, -6.17350], [1.61791, 1.82229, 2.71593], [3.96478, -2.25436, 4.39817], [-2.67944, -2.92167, -3.71352], [-2.72895, 3.83815, 3.96472], [-2.06048, -0.60397, -3.93813], [-2.96635, -3.73058, 4.69144], [-1.38334, 1.50318, 3.57956], [2.58181, 0.83164, -6.04974], [-1.54942, -3.13352, -2.94350], [-0.42955, -0.14596, 3.32056], [0.08828, -2.19994, -1.95841], [-2.47694, 0.61916, -4.58775], [-3.85801, -1.06974, 0.87500], [-3.94943, -2.30709, 5.97317], [-3.60677, -4.58622, 5.00793], [-1.18236, 2.20122, -0.21379], [4.57678, -2.42143, 1.66193], [2.62089, 1.11607, -0.59712], [-1.81388, -4.92407, 3.32888], [4.13145, -0.21825, 3.66951], [2.77947, -1.08660, 0.27871], [2.13495, 0.91775, 3.03296], [3.50803, 0.91013, 3.11014], [0.04476, -1.58724, -7.25825], [1.48538, -2.25459, 4.16111], [4.75543, 0.33301, 0.04659], [-2.38290, -1.43813, 4.85238], [1.85042, 1.41623, -5.52389], [0.05801, 3.02036, -4.02634], [-3.34613, -3.74601, -3.99644], [-0.36703, 1.90584, -4.72667], [1.75688, 2.00928, -0.99036], [-4.13699, 1.80479, -0.08169], [6.01712, -1.56309, 1.00259], [-0.31462, -3.04550, 2.69116], [4.00885, 1.35904, -0.41411], [-3.23025, 4.79232, 4.14728], [4.12849, 1.74899, 2.81995], [1.56635, -1.16633, -6.40694], [1.41259, 3.25281, -3.95432], [-1.79999, 1.69021, -4.87564], [0.35456, 2.54329, 4.36794], [-2.52800, -0.44413, 5.26370], [3.37856, 2.65582, -4.64254], [-0.92761, 4.60050, 4.73881], [-1.28059, -4.09828, -2.50072], [1.77552, 3.99862, -3.25475], [1.44647, -0.23353, 3.37700], [0.28213, 0.73452, -0.95182], [2.29529, 2.46063, -4.70976], [2.07409, -1.35719, 3.86872], [0.70975, -0.78533, -6.96500], [-0.77512, -0.70394, 0.67154], [5.19816, -0.20095, 3.82793], [-2.40596, -0.14605, 0.48224], [4.18683, -0.84401, 0.38387], [-4.48918, 2.76220, 3.39515], [0.49799, 1.12070, -5.53930], [1.12348, -0.24194, -7.85331], [-4.99163, 0.25801, 0.39930], [-0.67049, 2.58164, 4.10662]], "atomic_forces_ev_per_a": [[0.1, -0.6, 0.3], [0.2, -0.1, 0.1], [-0.3, 0.6, -0.2], [0.2, -0.2, 0.1], [-1.0, 0.3, -0.9], [0.1, 0.9, -0.6], [-0.3, -0.1, -0.2], [0.1, 0.0, -0.5], [-0.4, -0.2, -0.1], [-0.7, -0.7, 0.7], [0.0, -0.1, -0.1], [0.3, 0.5, -0.2], [-1.2, -0.5, -0.2], [0.1, -1.8, -0.3], [0.0, 0.9, -0.1], [-0.3, -0.8, -0.4], [0.1, 0.0, 0.0], [0.5, -0.5, -0.2], [-0.2, -0.4, -0.1], [0.3, -0.1, -0.3], [0.4, 0.5, -0.2], [1.3, -0.9, 1.9], [-0.8, 0.2, 0.2], [-0.2, 0.5, -0.3], [-0.4, 0.4, 0.3], [0.3, 0.6, 0.2], [0.0, -0.2, -0.2], [-0.1, 0.2, 0.1], [-0.3, -0.7, -1.0], [0.1, 0.2, 0.4], [-0.7, 1.3, -1.3], [-0.7, -1.4, 0.6], [1.8, -0.9, 0.0], [0.0, -0.1, -0.3], [0.4, 0.8, 0.6], [-0.6, 0.0, -0.3], [0.4, 0.0, 0.4], [0.3, 1.0, 0.2], [0.3, 0.4, -0.3], [-0.4, -0.2, 0.3], [0.6, 0.8, -0.4], [-0.2, 0.3, 0.0], [0.3, 0.0, 0.0], [1.1, 0.4, 0.9], [0.1, 0.0, 0.3], [0.4, 0.1, -0.2], [0.9, -0.2, 0.4], [0.5, 0.5, -0.5], [0.7, -0.6, 0.8], [0.1, -0.1, -0.2], [0.4, 0.8, -0.3], [-0.6, -0.5, 0.2], [-0.1, 0.0, 0.1], [0.1, 0.4, 0.6], [-0.6, -0.2, 0.1], [0.3, 0.3, 0.3], [-0.3, 0.1, -1.4], [-0.2, -0.6, -0.1], [-0.2, -0.8, 0.2], [0.5, 0.0, 0.2], [-0.2, -0.2, 0.0], [-0.8, 0.7, -0.6], [0.0, -0.4, -0.2], [-0.2, 0.1, 0.1], [-0.2, -0.1, 0.2], [0.9, -0.2, -0.1], [0.6, 0.0, 0.2], [0.8, -0.2, 0.2], [-0.1, -0.1, 0.0], [-0.7, -0.1, -0.1], [0.6, 0.7, 0.3], [-0.3, 0.3, -0.3], [0.1, 0.1, -0.4], [-0.6, 0.5, 0.1], [-0.2, -0.7, 0.8], [0.2, 0.4, 0.5], [-0.3, -1.5, 0.5], [0.6, 0.6, -0.7], [0.7, -0.5, 0.0], [0.2, 0.1, -0.1], [-0.3, 0.3, 0.1], [-0.1, 0.3, -0.4], [0.1, 0.0, -0.2], [-1.0, -0.3, 0.8], [-0.5, -0.5, 0.6], [0.1, 0.5, -0.2], [-1.6, 0.4, -0.4]], "multiplicity": 2, "e_lumo_ha": [-0.241, -0.229], "s2": 0.78, "max_force_ha_per_bohr": 0.0478, "total_charge": 2, "e_tot_ha": -6697.79381, "gap_ev": [6.4, 6.7]}